[1]
102
Properties=species:S:1:pos:R:3:forces:R:3 method="wB97M-V/def2-TZVPD" homo_ha=-0.43822 max_force_ev_per_a=11.7 gap_ha=0.0473 charge=+2
Hf 6.5961 -4.8902 17.2212 -2.366 -1.021 -2.489
Hf 10.2128 -4.4532 20.2415 -5.745 -2.612 -9.891
F 6.0111 -2.9151 18.2978 1.247 -2.892 -1.192
F 6.4630 -5.4502 14.9786 0.427 1.027 3.759
F 8.1014 -4.8395 19.1268 2.502 0.375 1.445
F 6.0517 -7.1363 17.4421 1.016 3.161 0.048
F 10.8003 -6.1305 18.7446 -0.673 3.908 3.841
O 10.3411 -3.1682 18.2617 0.883 -1.506 2.639
P 9.7385 -2.9405 16.8888 -2.795 -0.997 -2.848
O 8.3840 -3.5916 16.5624 2.448 0.975 1.057
F 10.8510 -3.4503 15.7806 -2.407 1.910 2.600
F 9.4740 -1.3516 16.7501 1.528 -2.829 0.039
C 2.3996 -6.4337 17.1077 0.834 0.547 -0.226
C 3.0295 -5.1341 16.5730 -0.027 -0.156 -0.248
O 4.1946 -4.8033 16.8111 0.329 -0.357 0.067
C 2.1297 -4.2599 15.7134 0.969 0.723 -0.214
H 3.1719 -7.1883 17.2572 0.074 0.091 -0.175
H 1.6198 -6.8069 16.4439 0.064 0.129 0.027
H 1.9729 -6.2484 18.0934 -0.186 0.236 -0.004
H 1.7840 -4.7767 14.8181 -0.645 -0.511 0.452
H 2.6386 -3.4077 15.2630 0.697 -0.079 0.411
H 1.3613 -3.7748 16.3152 -0.484 -0.645 -0.014
C 6.9521 -1.4599 21.2745 1.315 0.373 -1.205
C 8.3937 -1.3609 20.7081 -3.346 3.410 2.102
O 8.9539 -2.3437 20.3243 3.694 -4.846 -0.120
C 9.0148 0.0370 20.6260 0.061 -1.133 -0.965
H 6.4900 -2.4334 21.1102 0.332 -0.005 0.181
H 6.4070 -0.7482 20.6544 -0.298 0.137 0.185
H 6.9561 -1.1000 22.3033 -0.107 -0.064 0.028
H 9.1680 0.5002 21.6007 -0.132 -0.119 -0.003
H 8.3644 0.6593 20.0112 -0.317 0.095 0.294
H 9.9347 -0.0273 20.0448 0.238 -0.013 0.357
C 7.9762 -5.1482 11.8884 -1.405 -0.582 -0.318
C 6.9848 -6.3414 11.7413 -0.120 -1.083 -1.607
O 5.9778 -6.3512 11.0550 0.713 1.231 0.515
C 7.3652 -7.6680 12.3414 0.707 -0.094 1.357
H 8.0864 -4.8659 12.9354 0.057 -0.120 0.039
H 7.5466 -4.3177 11.3282 0.089 0.034 0.074
H 8.9331 -5.4141 11.4393 0.034 -0.104 0.129
H 8.3284 -8.0712 12.0286 0.235 0.393 -0.230
H 6.6677 -8.5007 12.2494 -0.375 0.533 -0.363
H 7.4557 -7.4371 13.4028 0.119 -0.255 0.451
C 4.4189 -5.0085 21.6924 0.075 1.324 -0.334
C 4.4109 -5.7757 20.4338 1.937 -0.919 -1.553
O 5.0696 -5.4657 19.4237 -0.805 0.184 1.617
C 3.7307 -7.1016 20.4569 -0.190 -1.213 -1.257
H 5.1756 -4.2272 21.6213 0.204 -0.191 0.218
H 4.5073 -5.6218 22.5891 -0.152 0.073 -0.152
H 3.4866 -4.4439 21.6804 -0.356 -0.122 0.454
H 4.0202 -7.6297 19.5484 -0.068 0.218 -0.281
H 2.6410 -7.0844 20.4410 -0.029 0.277 0.382
H 4.0662 -7.8014 21.2223 -0.102 0.534 0.635
C 7.3600 -8.3948 20.4216 0.789 -0.196 0.969
C 8.8169 -7.9592 20.7468 -0.852 -1.484 -1.244
O 9.0972 -6.8242 21.1128 0.783 2.598 0.055
C 9.9083 -9.0154 20.5327 -0.190 0.897 1.060
H 7.2535 -8.4616 19.3389 0.026 0.141 -0.197
H 6.5202 -7.8410 20.8413 0.568 0.791 -0.154
H 7.1904 -9.3865 20.8410 0.388 -0.295 -0.241
H 9.5608 -9.9725 20.9216 -0.009 -0.083 -0.498
H 10.7715 -8.7256 21.1319 0.009 0.083 0.090
H 10.2894 -9.0501 19.5121 -0.532 -0.127 -0.182
C 10.2193 -6.7440 14.9361 -0.078 0.948 0.352
C 9.3050 -7.1107 16.0832 -0.097 0.146 0.799
O 8.6558 -6.2986 16.7393 -0.167 0.524 -0.486
C 9.2601 -8.5332 16.4831 -0.357 -0.998 -0.335
H 9.8599 -7.0805 13.9637 -0.264 -0.106 0.133
H 11.2290 -7.1378 15.0522 -0.113 -0.343 0.236
H 10.3189 -5.6586 14.9240 -0.155 -0.050 -0.222
H 8.4894 -8.7971 17.2074 0.043 0.511 0.102
H 10.2310 -8.9004 16.8158 0.132 0.095 -0.111
H 9.0008 -9.0908 15.5832 0.188 -0.256 -0.171
C 5.5273 -9.7187 15.2351 -0.039 0.147 0.346
C 4.1679 -9.9530 15.8143 -2.546 -1.264 -2.207
O 3.1648 -10.1400 15.0789 2.705 0.710 2.321
C 4.0949 -10.0302 17.3232 -0.951 -0.453 -0.419
H 5.6255 -8.6333 15.2185 0.325 0.190 -0.195
H 5.6587 -10.1534 14.2441 -0.167 0.127 0.102
H 6.2603 -10.0997 15.9462 0.222 0.008 -0.174
H 4.2735 -9.0425 17.7482 0.309 -0.144 0.172
H 4.7748 -10.8014 17.6853 0.409 0.346 0.070
H 3.1040 -10.4047 17.5799 -0.132 0.354 0.073
C 3.8524 -4.7854 12.5358 0.137 0.147 -0.782
C 3.0950 -6.0856 12.7330 -1.066 0.456 2.378
O 1.8893 -6.1609 12.5695 0.746 0.163 -0.603
C 3.8052 -7.1503 13.5362 0.234 -0.482 -0.246
H 3.2537 -3.9160 12.8074 -0.367 -0.204 -0.068
H 4.0688 -4.7106 11.4701 0.107 0.161 -0.066
H 4.7966 -4.6965 13.0731 -0.017 -0.434 0.068
H 3.1725 -7.9718 13.8720 -0.228 0.028 -0.579
H 4.2183 -6.7296 14.4530 0.302 0.469 -0.101
H 4.6419 -7.5251 12.9466 0.095 -0.125 0.137
C 6.4988 -0.5050 15.7246 -0.219 -0.129 1.116
C 5.4755 -1.5119 15.2994 -0.441 -0.966 -1.008
O 5.5690 -2.7210 15.5268 -0.296 1.658 -0.324
C 4.2779 -0.8669 14.5152 0.525 -1.176 0.512
H 5.9431 0.2947 16.2142 0.020 0.377 -0.269
H 7.0623 -0.0985 14.8847 -0.046 -0.069 0.031
H 7.1270 -0.9122 16.5168 0.191 -0.180 -0.384
H 3.6448 -1.6281 14.0592 0.058 -0.086 0.209
H 4.5713 -0.1931 13.7102 0.393 0.071 0.239
H 3.6970 -0.2998 15.2425 -0.072 0.072 -0.017

[2]
13
Properties=species:S:1:pos:R:3:forces:R:3 method="wB97M-V/def2-TZVPD" homo_ha=-0.33536 max_force_ev_per_a=1.5 gap_ha=0.3524 charge=0
C 1.7991 1.7907 -1.1215 0.510 0.478 1.350
C 2.7600 2.0585 0.0723 -0.652 -0.151 0.553
S 1.9264 2.5868 1.6444 0.097 -0.100 -0.477
H 2.1761 2.3856 -1.9472 -0.388 -0.233 -0.409
H 1.7331 0.7279 -1.3355 0.154 0.007 -0.288
H 0.8150 2.1131 -0.7886 -0.137 0.146 -0.474
H 3.5052 2.8182 -0.1304 0.117 -0.063 -0.222
H 3.2609 1.1424 0.3776 0.196 0.061 -0.032
H 1.4498 3.7657 1.2010 0.093 -0.158 -0.007
S -3.0565 -2.5387 -0.7380 -0.674 -0.367 -0.968
S -1.1210 -2.1197 -0.3997 0.958 0.500 0.428
H -3.6169 -1.8710 0.2484 -0.237 0.214 0.716
H -1.1095 -0.7827 -0.6264 -0.037 -0.333 -0.170

> Which of these has the lowest charge?

C2H8S3

> The highest charge belongs to which entry?

C27H54F7Hf2O11P